No. 1
DFT (wB97M-V/def2-TZVPD) results for a structure of composition C21H20GaN4O2SSe at a distorted geometry.

Summary:
- HOMO-LUMO gap (eV) = 7.65
- E (a.u.) = -5905.98205
- LUMO energy (eV) = -3.180

The geometry in ORCA input format:
```
! RIJCOSX wB97M-V def2-TZVPD def2/J DEFGRID3
* xyz 1 1
Ga 0.43197 2.04098 -0.20868
C 2.22217 1.20128 -2.84198
C 3.06117 1.34558 -1.62158
C 4.43457 1.05688 -1.64608
C 5.17477 1.16508 -0.50078
C 4.56517 1.59978 0.69172
C 5.27817 1.74768 1.89472
C 4.63737 2.18768 3.02212
C 3.28077 2.51938 2.97722
C 2.54907 2.40118 1.81232
S 0.86977 2.93918 1.83292
C 3.17807 1.90888 0.64092
N 2.47237 1.74998 -0.50798
H 2.73957 0.62008 -3.60008
H 1.99257 2.18698 -3.25818
H 1.28097 0.70578 -2.59048
H 4.88927 0.74178 -2.57038
H 6.22767 0.92648 -0.49248
H 6.33077 1.51608 1.89532
H 5.17357 2.27538 3.95422
H 2.78977 2.89288 3.86332
Se -1.08783 2.85908 -1.91538
C -4.20583 -2.05552 0.74762
N -3.11413 -1.16092 1.00092
N -2.00873 -1.10982 0.20132
C -1.21103 -0.09902 0.62042
O -0.10323 0.19908 0.01672
C -1.83473 0.47928 1.73162
C -3.01763 -0.20052 1.93342
C -4.06323 0.03268 2.95292
C -1.83783 -2.02672 -0.86758
C -1.97043 -1.59452 -2.17908
C -1.91043 -2.52282 -3.20548
C -1.72453 -3.86672 -2.92088
C -1.55003 -4.28462 -1.61088
C -1.60563 -3.36562 -0.57898
H -4.33833 -2.17912 -0.32768
H -5.11213 -1.62812 1.17032
H -4.03333 -3.03742 1.19432
H -1.45353 1.31388 2.28892
H -3.67973 0.69228 3.72452
H -4.38083 -0.90162 3.41192
H -4.92583 0.52138 2.49852
H -2.13123 -0.54632 -2.38548
H -2.03453 -2.19652 -4.22758
H -1.71463 -4.59052 -3.72198
H -1.38503 -5.32822 -1.39248
H -1.46253 -3.67992 0.44262
O -3.43273 2.25478 -0.77768
N -2.25003 2.29298 -0.57118
*
```

Atomic partial charges in e from the Löwdin method, atoms 1 to 2: atom 1 (Ga): 0.15, atom 2 (C): -0.02



No. 2
DFT (wB97M-V/def2-TZVPD) results for a structure of composition C33H26BClF2N9O3W at a distorted geometry.

Summary:
- HOMO-LUMO gap (spin up / spin down) (eV) = 6.10 / 7.23
- E (a.u.) = -2743.49680
- LUMO energy (spin up / spin down) (eV) = -3.786 / -3.828

The geometry in ORCA input format:
```
! RIJCOSX wB97M-V def2-TZVPD def2/J DEFGRID3
* xyz 1 3
W -0.11458 -0.38397 0.14727
C 3.45971 -2.75875 0.12426
C 4.58839 -1.80459 0.29506
C 4.34725 -0.56454 0.70072
C 2.96489 -0.04363 0.70712
N 1.93026 -0.84357 0.85517
C 2.16478 -2.30302 0.84197
N 2.97228 1.27167 0.40338
C 1.93304 1.92336 -0.07291
N 0.66100 1.51570 -0.21666
C -0.11885 2.60263 -0.62190
N -1.38197 2.75356 -0.52198
C -2.19786 1.97584 0.29847
C -3.46193 2.52318 0.52703
C -4.31307 1.94139 1.43777
C -3.88110 0.81665 2.12896
C -2.64228 0.30537 1.83243
N -1.81134 0.84753 0.92182
C 0.79572 3.69178 -1.00952
C 0.56743 4.94118 -1.54952
C 1.67081 5.77927 -1.67687
C 2.93755 5.38739 -1.25016
C 3.15566 4.13495 -0.68550
C 2.06021 3.29935 -0.58568
H 3.75435 -3.71878 0.55343
H 5.59783 -2.15921 0.13017
H 5.12137 0.17037 0.86314
H 2.10378 -2.68201 1.86508
H -3.72056 3.41817 -0.01763
H -5.29073 2.36611 1.61999
H -4.49006 0.33285 2.87834
H -2.28635 -0.59241 2.32513
H -0.42141 5.24996 -1.85757
H 1.54275 6.76280 -2.10916
H 3.76581 6.07514 -1.35626
H 4.13087 3.82615 -0.33662
N 1.77627 -3.85735 -0.89298
C 2.92434 -3.10980 -1.28715
C 2.25291 -1.82945 -1.90076
N 1.25664 -1.32776 -1.35019
C 1.13776 -3.01353 -0.06616
C -0.25142 -3.28665 0.23878
N -1.05483 -2.32343 0.62552
C -2.32345 -2.86625 0.64626
C -2.24504 -4.17395 0.27396
N -0.91492 -4.42760 -0.00414
H 1.23323 -4.34630 -1.59993
H 3.60925 -3.63931 -1.94234
H 2.75070 -1.36344 -2.75444
H -3.19718 -2.27786 0.86764
H -3.00672 -4.92691 0.18197
H -0.51286 -5.29610 -0.32550
F 0.73666 1.01478 2.81534
B 0.20922 -0.10412 2.31465
F -0.05047 -1.04230 3.23866
C -4.10325 -3.07271 -3.34509
C -2.60845 -3.18177 -3.47217
C -2.00213 -4.41456 -3.23303
C -0.64212 -4.58767 -3.40060
Cl 0.06961 -6.13810 -2.98526
C 0.16537 -3.56320 -3.86124
C -0.42028 -2.32759 -4.08280
C -1.77942 -2.12485 -3.86487
O -2.23043 -0.86514 -4.12544
C -3.08728 -0.22110 -3.18450
C -2.69127 -0.38789 -1.71482
O -3.59253 -0.45948 -0.89023
O -1.43059 -0.46848 -1.46283
H -4.54721 -4.06578 -3.30689
H -4.53999 -2.54614 -4.19288
H -4.38827 -2.54302 -2.43298
H -2.60831 -5.25769 -2.92589
H 1.21783 -3.72272 -4.06131
H 0.16364 -1.47961 -4.40951
H -4.12407 -0.54012 -3.26550
H -3.04020 0.83548 -3.44572
*
```

Atomic partial charges in e from the Löwdin method, atoms 1 to 2: atom 1 (W): 1.59, atom 2 (C): -0.18



No. 3
DFT (wB97M-V/def2-TZVPD) results for an isolated molecule of C8H10Cl4 at a distorted geometry.

Summary:
- HOMO-LUMO gap (eV) = 9.71
- E (a.u.) = -2151.49551
- LUMO energy (eV) = 0.200
- SMILES string = C=C(C)C(Cl)(Cl)C(Cl)(Cl)C(=C)C

The geometry in ORCA input format:
```
! RIJCOSX wB97M-V def2-TZVPD def2/J DEFGRID3
* xyz 0 1
C -1.22755 1.27341 -0.58302
C -1.44583 0.65939 0.53544
C -2.32821 1.20006 1.71131
C -0.62710 -0.76981 0.85437
Cl 0.25744 -0.37093 2.34375
Cl -1.83609 -2.03776 1.08997
C 0.35236 -1.23140 -0.14217
Cl 0.96187 -2.86107 0.30195
Cl -0.66906 -1.64095 -1.74572
C 1.44851 -0.42720 -0.68634
C 1.56045 0.84161 -0.24605
C 2.41453 -1.02825 -1.66073
H -0.72593 0.97178 -1.51994
H -1.61121 2.20243 -0.78443
H -2.55632 2.29601 1.60881
H -3.30552 0.65504 1.81345
H -1.71909 0.97313 2.65014
H 1.02865 1.32278 0.55214
H 2.46435 1.45527 -0.36958
H 3.03818 -0.29547 -2.12468
H 2.89545 -1.85238 -1.20530
H 1.63011 -1.33568 -2.39337
*
```

Atomic partial charges in e from the Löwdin method, atoms 1 to 2: atom 1 (C): -0.01, atom 2 (C): -0.37



No. 4
DFT (wB97M-V/def2-TZVPD) results for a structure of composition C11H25Cl2N2OP2Ti at a distorted geometry.

Summary:
- HOMO-LUMO gap (spin up / spin down) (eV) = 6.19 / 7.14
- E (a.u.) = -3070.88461
- LUMO energy (spin up / spin down) (eV) = -9.172 / -9.007

The geometry in ORCA input format:
```
! RIJCOSX wB97M-V def2-TZVPD def2/J DEFGRID3
* xyz 2 2
C 1.41106 -0.09688 -2.39009
C 1.53842 -0.29891 -0.97604
H 1.91740 0.84305 -2.68147
H 0.34020 -0.05150 -2.69949
H 1.89034 -0.93587 -2.95118
O 2.34435 -0.09735 -0.12759
Cl -3.33631 0.89560 -0.79054
Ti -1.41870 -0.08198 -0.11853
P -0.27607 2.25561 -0.68168
C 1.23353 2.90607 0.13504
C -0.01104 2.88221 -2.37712
H -0.18705 3.96001 -2.41681
H -1.11159 4.49575 -0.17933
H -0.71622 2.39916 -3.06520
H -2.43111 3.35321 -0.59094
H 2.12914 2.46735 -0.31957
H 1.00357 2.69218 -2.73367
C -1.48935 3.47649 -0.05410
H 1.23555 4.00192 0.03126
H -1.71232 3.32035 1.00324
H 1.24300 2.65610 1.20255
P -0.07631 -2.37598 -0.54184
C 1.22875 -2.83500 0.67857
C -1.11994 -3.81300 -0.02545
H -0.00730 -2.55319 -2.98141
H 0.12156 -4.14624 -2.19221
H 1.55759 -3.07248 -2.26077
C 0.46652 -3.09953 -2.14740
H -2.12459 -3.71604 -0.43984
H -0.64889 -4.73484 -0.38571
H 1.26940 -3.93381 0.71740
H 0.93230 -2.45389 1.66767
H -1.19733 -3.85232 1.06575
H 2.20696 -2.41554 0.41755
Cl -2.90087 -1.56760 0.96068
N -0.49005 -0.65870 2.52647
C -0.19368 -0.34426 3.79435
C -0.13804 1.03327 3.85341
C -0.42251 1.50894 2.57239
N -0.68801 0.44742 1.75825
H -0.89566 -1.54337 2.25785
H -0.05380 -1.09333 4.55950
H 0.05126 1.66419 4.70087
H -0.47415 2.51273 2.22519
*
```

Atomic partial charges in e from the Löwdin method, atoms 1 to 2: atom 1 (C): -0.05, atom 2 (C): -0.30



No. 5
DFT (wB97M-V/def2-TZVPD) results for a structure of composition C2H5I2OP at a distorted geometry.

Summary:
- HOMO-LUMO gap (spin up / spin down) (eV) = 7.33 / 8.61
- E (a.u.) = -1091.07231
- LUMO energy (spin up / spin down) (eV) = -0.274 / -1.187

The geometry in ORCA input format:
```
! RIJCOSX wB97M-V def2-TZVPD def2/J DEFGRID3
* xyz 0 3
C -0.30449 0.50983 0.29707
C 0.77663 -0.42064 -0.21143
O 1.95209 -0.20657 2.89453
P 2.27391 -0.04098 0.74515
I 2.97727 2.14855 0.06243
I 3.95272 -1.57703 -0.01764
H -0.38530 0.41005 1.37932
H -0.06902 1.55019 0.06537
H -1.26668 0.27114 -0.15519
H 0.97457 -0.30743 -1.28091
H 0.54174 -1.46392 0.01190
*
```

Atomic partial charges in e from the Löwdin method, atoms 1 to 2: atom 1 (C): -0.20, atom 2 (C): -0.56



No. 6
DFT (wB97M-V/def2-TZVPD) results for a cluster of 2 separate species, C8H8BrNOS in total at a distorted geometry.

Summary:
- HOMO-LUMO gap (eV) = 9.38
- E (a.u.) = -3411.77172
- LUMO energy (eV) = 0.697
- SMILES string = Cc1ccsc1Br.c1cocn1

The geometry in ORCA input format:
```
! RIJCOSX wB97M-V def2-TZVPD def2/J DEFGRID3
* xyz 0 1
C -0.82573 -2.24637 0.01039
C -0.96369 -0.89145 0.50956
C -0.67679 -0.43037 1.87810
C -0.96010 0.87977 2.04723
S -1.51561 1.64865 0.65102
C -1.44659 0.11975 -0.18780
Br -2.12262 -0.06458 -1.98232
H -1.37831 -2.42675 -0.90302
H -1.00778 -3.02106 0.73580
H 0.19073 -2.24460 -0.21715
H -0.23863 -1.11672 2.68805
H -0.94454 1.56381 2.93766
C 1.26364 1.84819 -0.53534
C 1.58409 0.63094 -0.03877
O 1.63928 -0.19859 -1.15284
C 1.49595 0.64361 -2.19633
N 1.13491 1.84312 -1.85017
H 1.05640 2.80818 -0.10801
H 1.99228 0.40029 0.87535
H 1.72310 0.25418 -3.16142
*
```

Atomic partial charges in e from the Löwdin method, atoms 1 to 2: atom 1 (C): -0.06, atom 2 (C): -0.46



No. 7
DFT (wB97M-V/def2-TZVPD) results for a structure of composition C16H45BBeF4NO12 at a distorted geometry.

Summary:
- HOMO-LUMO gap (eV) = 1.66
- E (a.u.) = -2032.74818
- LUMO energy (eV) = -9.345

The geometry in ORCA input format:
```
! RIJCOSX wB97M-V def2-TZVPD def2/J DEFGRID3
* xyz 1 1
Be 1.53460 1.28911 0.08466
B -1.19608 -0.92496 1.70870
F -1.96495 -2.00367 2.01124
F -1.54026 0.25708 2.28588
F 0.14544 -1.14905 1.92379
F -1.39242 -0.56212 0.44718
C 2.46858 -1.92079 -2.25796
O 2.04874 -0.52356 -2.46252
C 1.60010 -0.33022 -3.85273
C 2.25412 0.89369 -4.44558
N 1.80002 2.12789 -3.70392
C 0.84611 2.75696 -4.56476
C 1.26606 3.45355 -5.91067
O 1.29059 4.82888 -5.75693
C 0.90438 5.74335 -6.77353
H 1.66004 -2.60427 -2.51721
H 2.62657 -1.98477 -1.18137
H 3.34206 -2.06850 -2.89304
H 0.51403 -0.30041 -3.76523
H 1.73193 -1.09363 -4.61950
H 2.14962 0.95394 -5.52888
H 3.31630 0.73185 -4.62908
H 2.63633 2.69317 -3.73803
H 0.22255 3.45906 -4.01129
H 0.04455 2.13312 -4.96025
H 0.62000 3.18398 -6.74616
H 2.27669 3.20631 -6.23566
H -0.05856 5.62359 -7.27001
H 1.62342 5.79592 -7.59103
H 0.92733 6.73282 -6.31690
C 0.93582 -6.71794 5.07737
C 1.36316 -5.55683 4.15875
O 2.65174 -5.79290 3.61869
O 1.65182 -6.98680 6.34953
H 1.16052 -7.52479 4.37981
H -0.12069 -6.47788 5.19679
H 1.44452 -4.59852 4.67170
H 0.53529 -5.51381 3.45102
H 3.30987 -5.52516 4.26427
H 2.50516 -7.35375 6.10713
C -6.05967 1.18814 2.55682
C -6.68306 1.52486 3.88540
O -5.73248 1.45461 4.96722
O -6.84190 1.37057 1.37937
H -5.71058 0.15560 2.56581
H -5.13613 1.73736 2.37367
H -7.50604 0.82718 4.04048
H -7.08229 2.53179 3.76367
H -5.48533 2.24043 5.46017
H -6.19172 1.12352 0.71767
C 5.09104 0.84545 2.28418
C 4.34618 1.92174 3.15010
O 2.90283 1.83471 3.03549
O 4.70604 0.72317 0.92016
H 5.06340 -0.12189 2.78576
H 6.12160 1.17656 2.41224
H 4.69590 2.89439 2.80407
H 4.73874 1.90710 4.16685
H 2.46443 1.52552 3.83161
H 5.57801 0.52433 0.57127
C -2.66046 -6.28155 -0.84663
C -3.61177 -5.06708 -0.90815
O -4.30186 -4.87216 0.33263
O -3.40067 -7.48456 -1.17199
H -2.07464 -6.26195 0.07236
H -1.82052 -6.22652 -1.53915
H -4.34114 -5.13860 -1.71500
H -3.04744 -4.17246 -1.17136
H -3.88573 -4.27435 0.95798
H -4.03452 -7.53675 -0.45289
C 0.57117 5.63960 0.10902
C -0.62174 5.12772 0.87993
O -0.93469 3.83444 0.46330
O 1.75801 4.80696 0.15036
H 0.79114 6.58067 0.61310
H 0.40190 5.95663 -0.92003
H -1.45729 5.82550 0.82471
H -0.53834 4.99890 1.95907
H -1.66462 3.57002 1.02799
H 2.45914 5.24066 -0.34149
*
```

Atomic partial charges in e from the Löwdin method, atoms 1 to 2: atom 1 (Be): 1.39, atom 2 (B): -1.50



No. 8
DFT (wB97M-V/def2-TZVPD) results for a cluster of 6 separate species, C4H22NO5 in total at a distorted geometry.

Summary:
- HOMO-LUMO gap (eV) = 11.96
- E (a.u.) = -596.35219
- LUMO energy (eV) = -2.613

The geometry in ORCA input format:
```
! RIJCOSX wB97M-V def2-TZVPD def2/J DEFGRID3
* xyz 1 1
C 2.47592 1.62009 -0.96314
C 0.97956 1.44925 -0.85931
N 0.54224 0.73596 0.37420
C 0.68577 1.51139 1.63158
C 0.54943 0.65159 2.87796
H 2.95067 1.84789 -0.01996
H 2.78561 2.32694 -1.71664
H 2.90828 0.69436 -1.33732
H 0.42155 2.37723 -0.93004
H 0.60216 0.84088 -1.68366
H 1.04864 -0.16977 0.39167
H -0.40788 0.33215 0.21214
H -0.11145 2.24859 1.64955
H 1.66945 1.94242 1.61770
H -0.32629 0.87480 3.48762
H 0.48399 -0.41429 2.66413
H 1.36006 0.69618 3.61156
H -1.40262 -0.97512 -1.43338
H -2.13007 0.04362 -0.53377
O -1.66197 -0.81574 -0.50240
H -1.19130 -3.57937 1.84937
H -1.37748 -2.42523 0.84834
O -0.70894 -2.90699 1.35818
H -1.06878 -0.65928 -3.91849
H -0.26869 -1.82418 -3.35068
O -0.71593 -1.00788 -3.09082
H -3.88632 1.30712 -1.27866
H -2.84919 2.39488 -1.15714
O -2.94003 1.46512 -1.40717
H 2.11391 -2.00434 1.82578
H 1.06215 -2.32263 0.67222
O 1.76966 -1.73174 0.97542
*
```

Atomic partial charges in e from the Löwdin method, atoms 1 to 2: atom 1 (C): -0.05, atom 2 (C): -0.18